Version w
This record from the OMol25 dataset describes an isolated molecule of C3H5ClO2. The level of theory is ωB97M-V with the def2-TZVPD basis set.

Bonds (Å) are listed after each position.
Atoms and positions in Å:
1 Cl -2.1170 -1.6125 0.4591  C4 1.803
2 O 0.0505 0.4843 0.6330  C5 1.317, C6 1.426
3 O 0.6919 -0.1774 -1.3306  C5 1.203
4 C -0.3734 -1.8242 0.0504  Cl1 1.803, C5 1.511, H7 1.027, H8 1.104
5 C 0.1564 -0.4508 -0.2887  O2 1.317, O3 1.203, C4 1.511
6 C 0.3943 1.7990 0.2010  O2 1.426, H9 1.126, H10 1.051, H11 1.031
7 H 0.0973 -2.1947 0.8852  C4 1.027
8 H -0.3325 -2.4120 -0.8827  C4 1.104
9 H -0.3164 2.2468 -0.5493  C6 1.126
10 H 0.4343 2.3675 1.0846  C6 1.051
11 H 1.3147 1.7741 -0.2620  C6 1.031

Output
Structure (SMILES)   COC(=O)CCl
Gap between HOMO and LUMO   11.41 eV
2S+1   1
HOMO   -10.544 eV
Net charge   0
LUMO energy   0.032 hartree

---

Version x
This record from the OMol25 dataset describes a cluster of 2 separate species, C3H5ClO2 in total. The level of theory is ωB97M-V with the def2-TZVPD basis set.

Bonds (Å) are listed after each position.
Atoms and positions in Å:
1 Cl 1.7480 -1.1532 0.8381  C6 1.710
2 O 1.1722 2.2196 -1.5835  C4 1.376, H7 0.965
3 O -0.7270 1.0394 -1.8219  C4 1.191
4 C 0.3203 1.1838 -1.2742  O2 1.376, O3 1.191
5 C -0.9411 -0.7943 1.1635  C6 1.474, H8 1.091, H10 1.097, H11 1.088
6 C 0.1697 -0.9593 0.2087  Cl1 1.710, C5 1.474, H9 1.078
7 H 1.9508 2.2291 -1.0144  O2 0.965
8 H -1.7654 -0.2753 0.6725  C5 1.091
9 H 0.0047 -1.4731 -0.7242  C6 1.078
10 H -1.3066 -1.7754 1.4896  C5 1.097
11 H -0.6257 -0.2413 2.0458  C5 1.088

Output
Gap between HOMO and LUMO (spin up / spin down)   7.44 / 9.02 eV
2S+1   1
HOMO (spin up / spin down)   -8.125 / -8.914 eV
Net charge   0
LUMO energy (spin up / spin down)   -0.025 / 0.004 hartree

---

Version y
This record from the OMol25 dataset describes a cluster of 2 separate species, C3H5ClO2 in total. The level of theory is ωB97M-V with the def2-TZVPD basis set.

Bonds (Å) are listed after each position.
Atoms and positions in Å:
1 Cl -2.3914 0.2236 -1.1000  C4 1.754
2 O -1.8687 1.1983 1.1609  C4 1.342, H9 0.988
3 O 1.7071 -0.7966 0.9182  C5 1.345, C6 1.476
4 C -1.2671 1.0367 -0.0272  Cl1 1.754, O2 1.342, H11 1.167
5 C 0.6669 -1.1307 0.1342  O3 1.345, C6 1.426, H10 1.050
6 C 1.7480 -0.4697 -0.5201  O3 1.476, C5 1.426, H7 1.025, H8 1.062
7 H 2.5182 -0.9706 -0.9738  C6 1.025
8 H 1.7523 0.5843 -0.6481  C6 1.062
9 H -2.5073 0.4444 1.1906  O2 0.988
10 H 0.4464 -2.1413 0.3142  C5 1.050
11 H -0.8044 2.0217 -0.4489  C4 1.167

Output
Gap between HOMO and LUMO (spin up / spin down)   8.60 / 8.63 eV
2S+1   1
HOMO (spin up / spin down)   -8.134 / -8.052 eV
Net charge   0
LUMO energy (spin up / spin down)   0.017 / 0.021 hartree

---

The computed energies, referenced to the most stable structure and given in kJ/mol, are version w 0.0; version x 262.8; version y 534.0.

---

Version w
This record from the OMol25 dataset describes an isolated molecule of C3H5ClO2. The level of theory is ωB97M-V with the def2-TZVPD basis set.

Bonds (Å) are listed after each position.
Atoms and positions in Å:
1 Cl -1.7511 -1.7860 0.1730  C6 1.790
2 O 1.6134 0.2766 0.1879  C4 1.369, H9 0.964
3 O -0.0395 2.0652 -0.4052  C5 1.197
4 C 0.4293 -0.1863 -0.3188  O2 1.369, C5 1.540, C6 1.495, H8 1.038
5 C -0.4389 1.0006 -0.7775  O3 1.197, C4 1.540, H11 1.083
6 C -0.3459 -0.8530 0.7712  Cl1 1.790, C4 1.495, H7 1.045, H10 1.125
7 H -0.5598 -0.0905 1.4529  C6 1.045
8 H 0.6023 -0.7622 -1.1649  C4 1.038
9 H 1.5793 1.2326 0.0684  O2 0.964
10 H 0.2588 -1.6302 1.3145  C6 1.125
11 H -1.3479 0.7333 -1.3015  C5 1.083

Output
Structure (SMILES)   O=C[C@@H](O)CCl
Gap between HOMO and LUMO   11.09 eV
2S+1   1
HOMO   -10.491 eV
Net charge   0
LUMO energy   0.022 hartree

---

Version x
This record from the OMol25 dataset describes an isolated molecule of C3H5ClO2. The level of theory is ωB97M-V with the def2-TZVPD basis set.

Bonds (Å) are listed after each position.
Atoms and positions in Å:
1 Cl 1.3293 -1.6711 -0.2158  C4 1.839
2 O 1.3219 1.8579 -0.2369  C5 1.189
3 O 0.4551 0.1397 1.5673  C4 1.308, H11 0.987
4 C 0.3392 -0.2142 0.3129  Cl1 1.839, O3 1.308, C5 1.523, C6 1.638
5 C 0.8433 0.8513 -0.6523  O2 1.189, C4 1.523, H9 1.093
6 C -1.2130 -0.6288 -0.0069  C4 1.638, H7 1.048, H8 1.139, H10 1.091
7 H -1.6805 -1.2788 0.6688  C6 1.048
8 H -1.9647 0.2241 -0.0786  C6 1.139
9 H 0.8010 0.8249 -1.7438  C5 1.093
10 H -1.2133 -1.0609 -1.0087  C6 1.091
11 H 0.9818 0.9559 1.3939  O3 0.987

Output
Structure (SMILES)   C[C@@](O)(Cl)C=O
Gap between HOMO and LUMO   11.25 eV
2S+1   1
HOMO   -10.810 eV
Net charge   0
LUMO energy   0.016 hartree

---

The computed energies, referenced to the most stable structure and given in kJ/mol, are version w 0.0; version x 7.3.